Entry 1:
Molecular formula: C41H46F7N10
Method: DFT, ωB97M-V with the def2-TZVPD basis set

Calculated values
HOMO-LUMO gap (eV): 4.84

ORCA input file:
```
! wB97M-V def2-TZVPD RIJCOSX def2/J DEFGRID3
* xyz 1 1
F 1.964 0.731 -0.621
F 2.618 3.415 0.024
F -0.337 2.085 0.392
F 2.989 0.988 1.393
F 0.647 4.381 0.334
F 0.539 1.978 2.506
F 1.988 4.031 2.087
N 1.783 -7.965 -3.648
N 1.711 6.455 -8.407
N -5.907 0.726 4.016
N -2.310 4.011 2.325
N 1.242 -0.472 1.209
N -2.012 -5.969 1.903
N 1.094 4.286 7.420
N 2.509 -4.418 -0.070
N 0.403 5.620 -2.591
N 0.956 -2.402 2.407
C -5.448 0.163 5.177
C -1.037 -6.517 1.106
C 2.968 -6.504 -0.661
C 1.896 -9.181 -5.498
C 2.371 -5.730 0.300
C 1.772 -9.245 -4.134
C -3.198 4.351 1.337
C 1.689 5.290 -2.251
C 1.384 3.916 5.254
C 1.558 3.481 0.891
C 1.759 0.817 0.743
C -3.346 -1.251 0.576
C 1.642 5.943 -4.401
C -2.363 -6.870 2.875
C 1.990 -7.811 -5.850
C -6.912 -0.049 3.500
C -1.614 -8.003 2.691
C -4.102 5.235 1.868
C 0.580 3.636 6.331
C 2.042 5.152 -8.149
C 0.861 2.057 1.157
C 1.921 -7.084 -4.688
C 2.425 4.763 5.713
C 3.303 5.908 -9.849
C -6.173 -0.979 5.409
C -0.773 -7.779 1.569
C -2.274 -1.075 0.037
C -7.102 -1.113 4.345
C -3.744 5.442 3.226
C 3.025 4.783 -9.031
C 1.691 -1.264 2.290
C 0.366 6.014 -3.902
C 3.482 -5.628 -1.653
C 2.481 5.483 -3.354
C 3.180 -4.349 -1.264
C 2.479 6.925 -9.439
C 0.158 -1.224 0.689
C -2.634 4.678 3.477
C -0.097 -2.473 1.416
C 2.221 4.971 7.053
C -0.812 -0.887 -0.508
H -4.929 5.684 1.340
H 1.065 -3.173 3.079
H 1.241 3.553 4.250
H -0.562 6.312 -4.364
H -3.110 3.934 0.346
H 1.956 -6.021 -4.512
H -7.827 -1.902 4.213
H -4.649 0.623 5.736
H 3.029 -7.582 -0.653
H 4.026 5.966 -10.648
H -0.311 3.033 6.416
H 3.386 -3.398 -1.729
H 1.926 4.952 -1.265
H 1.012 6.986 -7.915
H -2.407 -5.051 1.794
H 2.169 -3.631 0.452
H 1.863 -5.996 1.214
H 1.549 4.601 -7.363
H 1.677 -10.088 -3.468
H 2.372 7.938 -9.792
H -3.115 -6.626 3.609
H 2.777 5.547 7.775
H -4.244 6.081 3.937
H -4.076 -1.451 1.406
H 1.941 6.193 -5.408
H 2.097 -7.403 -6.843
H 3.495 3.813 -9.082
H -0.390 5.580 -1.974
H -0.643 -1.696 -1.289
H 3.233 5.173 5.127
H 0.704 4.264 8.347
H 1.703 -7.710 -2.677
H -1.539 3.376 2.223
H -0.877 -3.259 1.261
H -1.664 -8.896 3.295
H -7.405 0.225 2.580
H -0.663 0.129 -0.964
H -0.056 -8.468 1.150
H -0.620 -5.961 0.280
H 2.563 -0.989 2.934
H -6.049 -1.644 6.249
H 4.011 -5.906 -2.551
H -5.560 1.577 3.605
H 1.917 -10.026 -6.169
H 3.545 5.313 -3.404
H -2.048 4.549 4.374
*
```

Löwdin atomic charge list, values in e, 8 entries: 0.16 0.14 0.09 0.13 0.11 0.12 0.14 0.00



Entry 2:
Molecular formula: C41H46N12O4Zr
Method: DFT, ωB97M-V with the def2-TZVPD basis set

Calculated values
Energy relative to the best compared isomer or geometry (same formula, charge and spin) (eV): 0.000
HOMO-LUMO gap (eV): 6.20

ORCA input file:
```
! wB97M-V def2-TZVPD RIJCOSX def2/J DEFGRID3
* xyz 4 1
Zr -1.077 -0.677 -0.314
O -1.516 -2.587 0.940
O -1.201 -1.714 -4.728
O -1.228 -4.651 1.591
O -1.531 -0.772 -2.715
N 2.157 1.943 -1.910
N 0.105 1.936 1.121
N -3.382 -1.235 -0.625
N 1.502 3.589 2.010
N -2.367 1.123 0.373
N -0.905 -2.910 -1.473
N 2.101 -0.729 2.911
N -0.040 2.596 -1.892
N 0.542 -0.939 1.132
N -2.164 2.412 0.876
N -0.084 -0.168 3.271
N 0.507 0.354 -1.362
C -1.166 -3.736 0.672
C -0.971 2.768 1.246
C 3.265 1.249 -1.273
C 2.428 -4.108 0.600
C 3.319 -0.624 2.121
C -0.410 -5.231 -1.299
C 2.816 -4.004 -0.703
C 2.350 -1.180 4.288
C 1.657 -3.084 1.172
C -6.158 -1.554 -0.839
C -0.817 4.101 1.814
C -4.238 -0.257 -0.265
C -1.370 2.435 -2.464
C -1.885 4.993 1.994
C 0.705 5.762 2.743
C -5.290 -2.566 -1.208
C -0.431 -4.159 -3.449
C 0.866 1.617 -1.726
C -1.183 -1.708 -3.430
C 0.464 4.506 2.197
C 2.461 -1.826 -3.659
C 0.241 0.792 4.330
C 2.579 2.890 -2.951
C 1.269 2.382 1.504
C 2.442 -2.885 -1.485
C 2.831 -2.856 -2.846
C -0.218 -5.294 -2.677
C 1.700 -1.802 -0.910
C -0.779 -2.989 -2.791
C 1.682 -0.784 -3.133
C 0.846 -0.624 2.421
C -0.767 -4.014 -0.741
C -1.512 -0.414 3.169
C -0.361 6.621 2.909
C -5.614 -0.370 -0.354
C -1.655 6.237 2.536
C 0.280 3.995 -1.596
C -3.643 0.954 0.249
C -3.922 -2.368 -1.084
C 1.332 -1.935 0.481
C 1.329 -0.731 -1.803
H 1.749 3.125 -3.611
H -2.477 6.925 2.679
H 3.362 2.412 -3.539
H 3.958 1.989 -0.869
H 2.713 -4.965 1.196
H -0.195 7.601 3.335
H -1.882 -0.742 4.142
H -0.459 1.626 4.255
H -0.294 -6.126 -0.701
H 3.105 -0.252 1.126
H 1.430 -1.517 4.754
H 3.429 -3.673 -3.229
H -1.428 3.010 -3.391
H -6.245 0.453 -0.046
H 1.367 0.025 -3.783
H 3.046 -2.019 4.245
H 1.334 -3.176 2.203
H -5.657 -3.509 -1.588
H -7.229 -1.679 -0.920
H 2.800 -0.395 4.894
H 0.430 4.580 -2.503
H 2.893 0.626 -0.468
H 1.253 1.165 4.212
H -3.246 -3.159 -1.369
H -0.981 -5.544 1.301
H -2.121 2.827 -1.778
H 2.441 3.844 2.287
H 3.807 0.623 -1.984
H 0.058 -6.230 -3.144
H 1.171 4.057 -0.977
H -1.725 -1.217 2.471
H 1.705 6.057 3.034
H 3.816 -1.591 2.027
H 3.417 -4.778 -1.163
H 0.137 0.348 5.321
H 2.979 3.808 -2.524
H -2.041 0.502 2.904
H -0.349 -4.182 -4.527
H -4.292 1.767 0.562
H 4.004 0.062 2.623
H 2.133 1.734 1.420
H -1.545 -0.884 -5.103
H 2.757 -1.807 -4.700
H -2.881 4.690 1.708
H -1.572 1.399 -2.699
H -0.564 4.423 -1.054
*
```

Löwdin atomic charge list, values in e, 8 entries: 2.03 -0.07 0.23 0.25 -0.03 -0.11 0.13 -0.01